Here is a structure of composition C33H48IrN4O7P2S from the Open Molecules 2025 dataset. Energies are from ωB97M-V/def2-TZVPD.

XYZ file:
```
96
Properties=species:S:1:pos:R:3:forces:R:3:lowdin_charge:R:1
Ir 0.089348 -0.522731 0.258724 1.01 -0.33 -0.09 1.141
O -0.463293 -1.642241 -1.744648 -0.21 -0.23 -0.08 -0.293
N 0.386528 -2.537707 -2.256498 0.01 -0.04 0.00 -0.161
C 0.213215 -2.856832 -3.560660 -0.09 0.12 0.05 -0.019
C 0.980428 -3.804746 -4.172472 0.01 -0.04 -0.02 -0.064
C 1.960198 -4.455298 -3.413075 0.06 -0.01 0.08 -0.082
C 2.146003 -4.097304 -2.103864 -0.03 -0.01 -0.04 -0.108
C 1.368110 -3.091460 -1.486442 0.04 0.11 -0.05 -0.667
S 1.610150 -2.587512 0.122478 -0.28 0.25 -0.07 0.670
H -0.572889 -2.297445 -4.049655 0.06 0.01 0.06 0.134
H 0.817071 -4.033111 -5.216222 -0.01 0.03 0.04 0.103
H 2.575745 -5.228663 -3.858108 -0.02 0.05 0.03 0.105
H 2.902771 -4.563471 -1.488449 0.00 0.01 -0.03 0.103
C -2.687916 0.165898 -3.546475 0.00 -0.03 0.07 -0.058
C -1.658199 1.257894 -3.234560 -0.01 -0.07 -0.17 -0.369
C -2.092347 2.603306 -3.820092 0.02 0.00 0.02 -0.066
C -0.275401 0.850892 -3.722189 -0.15 -0.03 0.05 -0.146
C -0.064764 0.571327 -5.071425 -0.05 0.01 -0.01 -0.057
C 1.157539 0.103808 -5.524885 0.06 0.00 0.09 -0.094
C 2.188459 -0.103055 -4.614901 -0.04 0.00 -0.08 -0.049
C 2.022161 0.177138 -3.263574 0.05 0.14 0.05 -0.139
C 3.162798 0.011029 -2.277499 0.02 0.18 -0.07 -0.376
C 3.879376 1.351648 -2.048278 -0.06 -0.05 0.01 -0.050
C 4.170378 -1.059335 -2.683786 0.01 -0.07 -0.01 -0.075
C 0.784676 0.683969 -2.819499 -0.02 0.00 -0.02 -0.195
N 0.603038 0.968388 -1.450758 -0.02 -0.24 0.02 -0.063
C 0.518751 2.228747 -1.061322 0.15 0.16 0.06 -0.188
C 0.382403 2.514740 0.302257 0.15 0.10 -0.11 -0.177
N 0.331064 1.519154 1.172612 -0.46 -0.29 0.31 -0.075
C 0.174264 1.790748 2.550967 -0.01 0.22 -0.07 -0.189
C 1.172635 1.344838 3.441906 0.02 -0.03 -0.09 -0.143
C 1.033869 1.618471 4.794503 0.00 -0.04 0.05 -0.033
C -0.065275 2.312186 5.280770 0.01 -0.03 0.01 -0.078
C -1.044307 2.738930 4.403604 -0.03 0.00 0.03 -0.056
C -0.956801 2.483467 3.035171 -0.06 -0.09 -0.13 -0.154
C -2.102409 2.934831 2.131731 0.02 0.05 0.17 -0.371
C -3.436077 2.289403 2.528508 0.03 -0.02 -0.01 -0.058
C -2.224977 4.463565 2.131982 0.06 -0.03 -0.03 -0.071
C 2.418732 0.643868 2.925484 -0.05 0.05 0.19 -0.383
C 2.826389 -0.558278 3.779528 -0.06 0.04 -0.01 -0.063
C 3.567079 1.650642 2.804806 0.00 0.01 -0.05 -0.061
H -3.678643 0.457779 -3.183036 0.09 -0.02 -0.02 0.080
H -2.405612 -0.768269 -3.052994 -0.04 0.10 -0.06 0.063
H -2.762009 -0.015437 -4.623236 -0.02 0.02 0.02 0.071
H -1.615168 1.352383 -2.151820 0.01 0.00 0.05 0.116
H -2.199872 2.539484 -4.907412 0.01 0.02 0.03 0.071
H -1.358726 3.382871 -3.599626 -0.03 -0.02 -0.01 0.072
H -3.055047 2.911628 -3.402255 0.04 -0.03 -0.03 0.076
H -0.876509 0.715242 -5.780270 0.04 -0.02 0.08 0.106
H 1.306344 -0.108862 -6.578018 0.00 0.01 0.04 0.093
H 3.140628 -0.483421 -4.969414 -0.06 0.01 0.03 0.102
H 2.722346 -0.281728 -1.325829 -0.07 -0.08 0.11 0.083
H 4.302603 1.723772 -2.988262 -0.01 -0.03 0.07 0.081
H 4.692021 1.229860 -1.323701 -0.06 0.02 -0.07 0.077
H 3.187336 2.101641 -1.658547 0.05 -0.04 -0.04 0.063
H 4.798388 -0.725538 -3.517158 -0.02 -0.03 0.05 0.073
H 3.674667 -1.987607 -2.981169 0.05 0.07 0.03 0.063
H 4.826235 -1.284067 -1.838489 -0.01 0.02 -0.06 0.082
H 0.610004 3.036490 -1.785863 -0.01 0.03 0.05 0.118
H 0.370697 3.544678 0.650613 0.00 0.02 -0.04 0.114
H 1.799275 1.281122 5.486438 -0.07 0.00 -0.06 0.108
H -0.169153 2.494074 6.344749 0.03 0.03 -0.06 0.097
H -1.906052 3.274450 4.792339 0.03 -0.07 -0.06 0.107
H -1.887149 2.614931 1.117446 0.04 -0.06 -0.11 0.109
H -3.638016 2.413873 3.596236 -0.02 0.01 -0.06 0.075
H -3.434483 1.223459 2.291696 0.03 0.04 0.05 0.056
H -4.256633 2.750650 1.969412 0.05 -0.03 0.03 0.078
H -2.546434 4.828883 3.112037 0.03 0.00 -0.04 0.072
H -2.960478 4.789837 1.390827 0.02 -0.02 0.05 0.074
H -1.266492 4.935015 1.896097 -0.07 -0.01 0.02 0.071
H 2.195522 0.276905 1.927589 -0.05 -0.08 -0.13 0.087
H 3.189686 -0.249337 4.765523 0.01 -0.02 -0.06 0.069
H 3.631150 -1.108127 3.281871 -0.03 0.05 0.05 0.079
H 1.981931 -1.235106 3.913304 0.04 -0.01 -0.01 0.070
H 3.818679 2.058836 3.789203 0.01 0.00 -0.05 0.076
H 3.292041 2.483568 2.150817 0.02 -0.05 0.04 0.075
H 4.460439 1.168501 2.393620 -0.06 0.04 0.03 0.074
N -3.783803 -2.640762 3.193597 0.10 -0.01 -0.11 0.006
C -2.515118 -2.751265 2.419494 0.22 0.06 -0.03 -0.579
C -2.176210 -4.228821 2.189544 -0.01 0.09 0.18 -0.095
P -2.807061 -1.927010 0.805495 -0.33 -0.17 -0.19 0.457
O -2.231714 -2.866679 -0.323293 -0.30 0.17 0.23 -0.153
O -4.390801 -2.073160 0.657935 -0.06 -0.09 0.22 -0.142
O -2.359859 -0.505645 0.696133 0.11 -0.04 -0.08 -0.357
P -1.115716 -1.936939 3.341786 -0.07 0.01 -0.10 0.304
O -1.871044 -0.601127 3.881817 0.13 0.22 -0.21 -0.162
O -0.762884 -2.804627 4.485833 -0.06 -0.01 0.00 -0.306
O -0.068495 -1.515669 2.333208 -0.07 0.06 0.17 -0.478
H -4.737537 -2.410011 1.520236 0.21 0.10 -0.19 0.057
H -3.844999 -1.691661 3.554204 0.05 0.04 0.03 0.072
H -3.687678 -3.222829 4.019835 0.00 -0.11 -0.03 0.086
H -2.971232 -4.742188 1.644026 0.01 0.03 -0.01 0.080
H -2.028777 -4.702751 3.162561 -0.03 0.02 -0.02 0.075
H -1.245009 -4.320855 1.631256 -0.04 0.01 -0.02 0.077
H -1.579229 -2.402244 -0.929818 0.16 0.05 -0.01 0.016
H -1.604875 0.162115 3.337737 -0.07 -0.17 0.19 0.036
```
Positions in Å, forces in eV/Å.

Its expectation value of S² is 6.02. As for the total charge: -1. The frontier orbital gap (spin up / spin down) comes out at 6.13 / 7.38 eV. The spin multiplicity is 5. The calculation puts the calculated total energy at -3217.47200 a.u. The HOMO energy (spin up / spin down) comes out at -3.660 / -4.993 eV.